# 1
Below is 5 unconnected molecules or ions with the total composition CH12N2O4, with properties calculated with ωB97M-V/def2-TZVPD.

The value obtained for the energy relative to the best compared isomer or geometry (same formula, charge and spin) is 23.6 kcal/mol. The value obtained for the LUMO energy is 0.24 eV. As for the charge: 0. As for the SMILES: [H]/N=C/N.O.O.O.O. As for the molar mass: 116.12 g mol⁻¹.

Last columns: bonded neighbours and bond lengths (Å).
Element x y z (Å)
1 N -0.608 0.944 -2.214  C2 1.371, H4 1.001, H5 1.006
2 C 0.476 1.559 -1.644  N1 1.371, N3 1.273, H6 1.091
3 N 0.455 2.775 -1.269  C2 1.273, H7 1.012
4 H -0.463 -0.040 -2.329  N1 1.001
5 H -1.493 1.411 -2.113  N1 1.006
6 H 1.373 0.944 -1.724  C2 1.091
7 H 1.384 3.164 -1.181  N3 1.012
8 H -2.698 -2.636 0.087  O10 0.959
9 H -2.907 -1.300 0.939  O10 0.958
10 O -2.293 -1.844 0.444  H8 0.959, H9 0.958
11 H 1.743 -1.145 -0.227  O13 0.972
12 H 0.319 -1.566 -0.326  O13 0.966
13 O 1.069 -1.351 -0.896  H11 0.972, H12 0.966
14 H 2.263 -0.777 2.506  O16 0.961
15 H 1.558 0.360 1.703  O16 0.964
16 O 2.151 -0.397 1.630  H14 0.961, H15 0.964
17 H -0.981 0.361 1.547  O19 0.963
18 H -0.503 -0.678 2.578  O19 0.961
19 O -0.844 0.216 2.489  H17 0.963, H18 0.961

***

# 2
Below is C2H6IN in the gas phase, with properties calculated with ωB97M-V/def2-TZVPD.

The value obtained for the energy relative to the best compared isomer or geometry (same formula, charge and spin) is 3.7 kcal/mol. The value obtained for the LUMO energy is 0.33 eV. As for the charge: 0. As for the SMILES: CCNI. As for the molar mass: 170.98 g mol⁻¹.

Last columns: bonded neighbours and bond lengths (Å).
Element x y z (Å)
1 C -0.188 0.787 0.023  C2 1.495, H5 1.174, H6 1.092, H7 1.137
2 C 0.368 -0.542 -0.376  C1 1.495, N3 1.601, H8 1.099, H9 1.126
3 N 1.354 -1.118 0.746  C2 1.601, I4 1.981, H10 0.994
4 I 3.164 -1.661 0.155  N3 1.981
5 H 0.638 1.583 -0.226  C1 1.174
6 H -1.006 0.806 -0.701  C1 1.092
7 H -0.659 0.772 1.058  C1 1.137
8 H -0.335 -1.365 -0.565  C2 1.099
9 H 0.967 -0.367 -1.313  C2 1.126
10 H 0.951 -1.917 1.180  N3 0.994